DFT (ωB97M-V/def2-TZVPD) results for a single C4H8O2 molecule.

- orbital gap (eV) = 10.3
- LUMO (eV) = 0.784
- relative energy (zero: lowest compared OMol25 entry of this formula, charge and spin) (eV) = 1.939
- SMILES = C[C@H]1[C@@H](O)[C@H]1O
- maximum force (eV Å⁻¹) = 0.3

Geometry as ORCA input:
```
! RIJCOSX wB97M-V def2-TZVPD def2/J DEFGRID3
* xyz 0 1
C -1.37 -0.75 -0.12
C 0.05 -0.77 0.37
C 1.15 -0.05 -0.36
O 0.91 0.75 -1.48
C 0.66 0.50 0.95
O -0.10 1.66 0.86
H -2.05 -1.11 0.66
H -1.69 0.27 -0.36
H -1.51 -1.39 -1.00
H 0.36 -1.70 0.85
H 2.13 -0.52 -0.41
H 0.02 0.59 -1.81
H 1.29 0.44 1.83
H 0.15 2.08 0.03
*
```

natural (NBO) atomic charge list, values in e, 8 entries:
1 C -0.630
2 C -0.277
3 C 0.054
4 O -0.710
5 C 0.062
6 O -0.705
7 H 0.228
8 H 0.220